1.
13
Properties=species:S:1:pos:R:3:forces:R:3:mulliken_charge:R:1 method="wB97M-V/def2-TZVPD" homo_lumo_gap_ev=10.4 homo_energy_ev=-9.75 fmax_ev_per_a=1.90 molar_mass_g_mol=131.16 de_lowest_kj_mol=210.96 multiplicity=1 smiles="O=C[C@@H]1CC(=O)N1S" lumo_ev=0.62
O -0.6953 1.9834 0.3548 -0.9 1.1 -0.1 -0.43
C 0.2960 1.5076 0.8125 -0.6 -1.5 -1.1 -0.22
C 0.4750 0.0065 0.6714 -1.0 -0.1 0.1 0.08
C 1.1217 -0.3840 -0.6491 1.6 -0.3 -0.7 -0.56
C -0.1560 -1.1044 -1.0496 -0.1 0.5 0.0 0.47
O -0.5185 -1.6966 -2.0247 -0.1 0.2 0.7 -0.58
N -0.7417 -0.7305 0.1679 -0.2 0.2 0.2 -0.07
S -2.3482 -0.8497 0.7368 1.0 -0.9 0.3 -0.13
H 1.0998 2.1270 1.1730 0.7 0.3 0.6 0.41
H 0.8890 -0.4344 1.5684 0.2 -0.2 0.2 0.36
H 1.4493 0.4165 -1.3153 -0.4 0.1 0.1 0.26
H 1.9843 -1.0390 -0.5801 0.0 -0.3 0.2 0.28
H -2.8554 0.1977 0.1340 -0.2 0.8 -0.4 0.14

---

2.
18
Properties=species:S:1:pos:R:3:forces:R:3:mulliken_charge:R:1 method="wB97M-V/def2-TZVPD" homo_lumo_gap_ev=10.6 homo_energy_ev=-9.57 fmax_ev_per_a=1.24 molar_mass_g_mol=97.16 de_lowest_kj_mol=172.39 multiplicity=1 lumo_ev=1.06
H 2.5820 2.2814 1.0056 0.4 1.1 0.2 0.28
N 1.6147 2.0691 1.2220 0.2 -1.2 -0.4 -0.69
C 1.6203 0.8424 0.9046 0.2 0.5 0.0 0.37
C 2.4187 -0.2738 0.3580 0.2 -0.4 -0.2 -0.73
C 0.9156 -0.3918 0.7129 -0.4 -0.3 0.1 -0.16
C -0.1067 -0.5081 -0.3886 -0.1 -0.1 -0.1 -0.68
C -1.4919 -0.0433 0.0520 -0.1 0.0 0.0 -0.32
C -2.5287 -0.1742 -1.0601 -0.1 0.0 0.0 -1.22
H 2.6820 -0.2969 -0.7037 -0.2 0.2 0.3 0.24
H 3.1264 -0.8227 0.9839 -0.2 0.3 0.0 0.28
H 0.7144 -0.9547 1.6195 -0.1 -0.1 0.0 0.42
H -0.1392 -1.5544 -0.7127 -0.1 0.1 -0.1 0.33
H 0.2193 0.0842 -1.2565 0.0 -0.1 0.2 0.29
H -1.4292 0.9996 0.3887 0.0 -0.1 -0.1 0.31
H -1.8066 -0.6316 0.9249 0.0 0.1 -0.1 0.30
H -3.5166 0.1542 -0.7225 0.1 0.0 -0.1 0.36
H -2.2553 0.4343 -1.9305 0.0 -0.1 0.1 0.31
H -2.6190 -1.2136 -1.3976 0.0 0.1 0.1 0.31

---

3.
13
Properties=species:S:1:pos:R:3:forces:R:3:mulliken_charge:R:1 method="wB97M-V/def2-TZVPD" homo_lumo_gap_ev=9.4 charge=+1 homo_energy_ev=-14.49 fmax_ev_per_a=4.83 molar_mass_g_mol=87.10 de_lowest_kj_mol=505.75 multiplicity=1 smiles="C[N+]1=CNCO1" lumo_ev=-5.13
C -0.6439 1.6735 0.3661 -0.7 -1.1 0.9 -0.80
N 0.3187 0.5759 0.4247 0.9 -0.2 -4.7 -0.15
C 0.3429 -0.2262 -1.1415 0.6 2.0 4.2 -0.11
N 0.2698 -1.4457 -0.8967 -0.5 0.3 2.3 0.05
C 0.3062 -1.5637 0.6744 0.0 -0.3 1.5 -0.17
O -0.2863 -0.3945 1.1220 -0.8 -2.6 -0.1 -0.14
H -1.2392 1.6537 -0.4865 -1.4 -0.5 -1.4 0.36
H -0.1273 2.5439 0.2650 1.6 2.6 0.4 0.34
H -1.2951 1.6334 1.2429 0.4 0.1 -0.1 0.34
H 0.7096 0.1790 -2.0314 -0.2 1.0 -1.5 0.43
H 0.2590 -2.1545 -1.6034 0.2 -0.8 -0.1 0.25
H -0.2093 -2.3673 1.1877 -0.2 -0.4 -0.8 0.31
H 1.3586 -1.5568 0.9821 0.1 -0.2 -0.7 0.29

---

4.
78
Properties=species:S:1:pos:R:3:forces:R:3:mulliken_charge:R:1 method="wB97M-V/def2-TZVPD" homo_lumo_gap_ev="4.3 / 5.8" charge=-1 homo_energy_ev="-4.90 / -4.92" fmax_ev_per_a=3.80 molar_mass_g_mol=914.96 de_lowest_kj_mol=0.00 multiplicity=1 lumo_ev="-0.65 / 0.93"
Pb -6.8039 14.9071 15.8406 -0.5 0.0 -0.1 1.34
C -7.1708 18.3770 16.2360 -1.0 -0.9 1.4 0.51
C -5.8727 18.7752 15.7891 0.8 -0.7 0.6 0.47
C -4.9292 18.3486 16.7476 -0.9 -0.5 0.8 0.15
C -5.6517 17.6907 17.7918 1.9 1.1 -0.9 1.14
C -7.0480 17.7800 17.5034 -0.4 0.7 -2.8 0.74
C -8.1297 17.4597 18.4205 -0.4 -0.1 1.1 -1.10
C -5.0502 17.1037 19.0130 0.2 -0.4 0.1 -1.54
C -3.4683 18.6124 16.7246 -0.2 -0.4 0.8 -1.57
C -5.5876 19.4336 14.5052 -0.4 -0.1 -0.5 -1.42
C -8.4493 18.5498 15.4843 -0.3 -0.2 0.0 -1.67
H -9.0434 17.9241 18.0577 -0.2 -0.2 0.1 0.42
H -7.8493 17.9379 19.3825 -0.4 -0.4 -0.2 0.35
H -8.2887 16.3785 18.5931 0.0 0.4 -0.1 -0.03
H -5.7057 16.3413 19.4671 0.2 0.4 0.0 0.34
H -4.8136 17.8916 19.7483 -0.1 -0.3 -0.1 0.39
H -4.1090 16.5958 18.7564 -0.1 0.2 0.1 0.21
H -3.2312 19.1926 17.6259 0.3 0.1 -0.3 0.38
H -3.1752 19.1438 15.8305 0.2 0.1 -0.2 0.39
H -2.9158 17.6719 16.8080 0.2 0.1 -0.2 0.28
H -6.5287 19.6111 13.9934 0.0 0.1 -0.2 0.39
H -4.9826 18.7973 13.8437 0.1 0.2 0.3 0.20
H -5.1213 20.4009 14.6485 0.4 0.2 0.0 0.36
H -9.1355 19.2126 16.0220 -0.1 0.0 -0.1 0.34
H -8.9521 17.5830 15.3084 0.1 0.4 0.2 0.23
H -8.2796 18.9588 14.4904 0.0 0.2 0.0 0.37
C -6.9184 12.5668 11.5399 0.3 -0.3 -0.2 -1.82
C -6.8074 12.7623 13.0224 -0.5 1.1 0.0 0.84
N -6.1623 13.8157 13.4969 0.1 0.7 0.3 1.08
N -5.6926 14.7105 12.5735 0.2 -0.6 -0.1 -0.82
C -4.9096 15.6720 12.9951 -0.1 -0.1 1.2 -0.09
S -4.4006 16.1204 14.5841 -0.3 -0.8 -0.2 -0.22
S -4.1414 16.7224 11.7875 0.1 -0.1 -0.8 -0.20
C -2.4937 15.9185 11.9024 0.1 -0.3 -0.6 -1.13
C -2.4758 14.5579 11.2334 -0.1 -0.4 0.3 0.67
C -2.7049 13.3892 11.9890 -0.1 0.5 -0.5 -0.22
C -2.8005 12.1677 11.3455 0.1 -0.6 -0.9 -0.50
C -2.5720 12.0545 9.9542 -0.3 0.3 0.8 -0.54
C -2.2559 13.2057 9.2241 -0.1 -0.7 0.2 -0.49
C -2.2567 14.4380 9.8518 0.0 0.4 0.6 -0.43
C -7.5222 11.8866 13.9208 0.2 0.4 0.2 0.30
C -8.5650 11.0967 13.4003 -0.4 -0.9 0.3 -0.89
C -9.1663 10.0867 14.1477 0.1 0.7 -1.1 -0.58
C -8.8597 9.9189 15.5072 0.8 0.3 0.4 -0.51
C -7.9626 10.7877 16.0969 -0.3 -0.2 0.2 -0.48
C -7.2604 11.8031 15.3440 0.1 0.0 0.6 0.68
O -6.4329 12.5680 15.9725 -0.5 -0.5 -0.6 -0.90
H -6.1203 13.1529 11.0856 -0.2 -0.2 -0.2 0.38
H -6.8289 11.5095 11.2817 0.1 0.0 0.1 0.48
H -7.8854 12.8874 11.1436 0.1 0.2 0.2 0.35
H -1.7852 16.5541 11.3711 -0.1 0.3 0.1 0.57
H -2.2124 15.8838 12.9544 0.0 -0.1 -0.1 0.34
H -2.8642 13.4370 13.0620 0.0 0.2 -0.1 0.36
H -3.0533 11.2652 11.9117 0.1 0.4 -0.1 0.38
H -2.7172 11.0868 9.4669 0.3 0.3 0.1 0.36
H -1.9926 13.1195 8.1736 -0.2 0.1 0.1 0.36
H -2.1105 15.3433 9.2672 0.1 -0.1 0.1 0.35
H -8.9572 11.3060 12.4055 0.4 -0.2 0.1 0.39
H -9.8892 9.4495 13.6389 0.0 0.2 0.3 0.37
H -9.3259 9.1026 16.0690 0.1 0.5 -0.1 0.39
H -7.7806 10.7750 17.1784 0.0 0.0 -0.5 0.33
S -11.1457 14.7555 13.0279 0.1 0.0 -0.2 -0.46
C -9.8155 15.0846 13.8831 2.8 0.7 2.4 0.42
N -8.8585 15.3435 14.5865 -2.5 -0.9 -2.1 -0.90
Br -2.6077 13.8772 18.7746 0.3 -0.1 0.1 -0.22
C -4.1993 13.2821 19.6144 -0.3 -0.1 0.5 -0.31
C -4.1860 12.6825 20.8820 0.3 0.5 -0.8 -0.44
C -5.4098 12.2883 21.4287 0.2 0.0 -0.2 -0.41
C -6.5942 12.4640 20.7353 0.0 0.6 -1.0 -0.64
C -6.5803 13.1172 19.4673 -0.6 -0.3 0.4 0.90
C -5.3772 13.5179 18.9125 0.1 -0.3 0.5 0.24
C -7.9273 13.3335 18.7202 -0.7 -2.0 1.8 0.03
O -8.8439 12.5841 19.1143 0.7 0.5 -0.4 -0.78
O -8.0295 14.2195 17.8485 0.5 1.1 -1.0 -0.54
H -3.2242 12.5497 21.3875 -0.5 0.0 -0.1 0.37
H -5.4267 11.8260 22.4044 0.0 -0.1 0.1 0.37
H -7.5464 12.1177 21.1371 0.2 0.2 -0.2 0.45
H -5.3260 13.9726 17.9335 0.0 0.0 0.1 0.07

---

5.
47
Properties=species:S:1:pos:R:3:forces:R:3:lowdin_spin:R:1 method="wB97M-V/def2-TZVPD" homo_lumo_gap_ev="4.4 / 4.7" charge=-2 homo_energy_ev="-0.17 / -0.53" fmax_ev_per_a=1.51 molar_mass_g_mol=576.43 de_lowest_kj_mol=57.07 multiplicity=3 lumo_ev="4.18 / 4.18"
Ti -0.0433 -0.5774 0.0988 0.1 -0.5 0.8 1.04
C -2.0722 3.8572 -1.0106 0.2 0.0 -0.1 0.00
C -2.6245 2.4508 -1.1514 0.0 -0.1 0.0 0.00
O -4.0482 2.5320 -1.1026 -0.1 -0.2 0.0 0.00
P -2.1615 1.7193 -2.7746 -0.2 0.0 0.0 0.00
O -2.9134 0.3328 -2.9082 0.1 0.0 0.2 0.00
O -2.9933 2.6164 -3.8209 -0.1 0.1 -0.1 0.00
O -0.7229 1.7175 -3.0841 0.2 0.0 0.0 0.00
P -1.9575 1.3419 0.1745 -0.4 0.1 0.1 0.00
O -2.9736 1.5959 1.3443 0.1 -0.1 -0.2 0.00
O -2.0637 -0.0885 -0.3608 -0.1 -0.1 -0.1 0.01
O -0.5140 1.6150 0.4685 0.3 0.0 -0.1 0.02
H -2.4925 4.4967 -1.7887 0.0 0.0 0.0 0.00
H -0.9859 3.8429 -1.0861 0.0 0.0 0.0 0.00
H -2.3554 4.2517 -0.0357 0.0 0.0 0.0 0.00
H -4.3733 1.7611 -0.6200 0.0 0.1 0.0 0.00
H -2.5888 -0.2721 -2.2014 0.0 0.0 0.1 0.00
H -2.4989 2.6550 -4.6479 0.0 0.0 0.1 0.00
H -2.8404 0.7952 1.9956 0.0 0.0 0.0 0.00
S 1.2707 -1.5625 1.7858 -0.2 0.1 0.2 0.04
S 2.7970 -2.2677 0.6206 0.0 0.0 -0.1 0.41
S 1.2556 -3.4674 -1.5481 0.2 -0.1 -0.1 0.36
S -0.5301 -2.5466 -1.1269 -0.2 0.0 -0.1 0.05
C -0.7217 2.8644 5.6852 0.0 0.0 0.0 0.00
C -1.3975 1.5206 5.6612 0.0 -0.1 0.2 0.00
C -1.7985 0.8740 6.8301 0.0 0.0 -0.1 0.00
C -2.4027 -0.3642 6.6514 0.1 0.1 0.1 0.00
N -2.5959 -0.9201 5.4747 -0.1 -0.2 0.2 0.00
C -2.1660 -0.2320 4.3915 0.0 -0.1 -0.2 0.00
S -2.3762 -0.9306 2.8445 -0.2 -0.1 -0.3 0.00
N -1.5800 0.9778 4.4706 0.1 0.4 0.1 0.00
H -0.6592 3.2678 6.6962 0.0 0.0 0.0 0.00
H -1.2670 3.5600 5.0471 0.0 0.0 0.0 0.00
H 0.2824 2.7715 5.2709 0.0 0.0 0.0 0.00
H -1.6481 1.3052 7.8110 0.0 0.0 0.0 0.00
H -2.7485 -0.9366 7.5121 0.0 0.0 0.0 0.00
C 2.0004 1.2579 -4.3519 0.0 0.2 -0.1 0.00
N 2.0039 0.0262 -3.5885 0.0 -0.2 0.0 0.01
C 1.6682 -1.2032 -4.3077 -0.1 -0.1 0.0 0.00
C 1.6924 0.0602 -2.3164 -0.3 0.0 0.9 0.03
N 1.4426 0.0004 -1.1837 0.5 0.4 -1.4 0.01
H 2.7062 1.1510 -5.1798 0.0 0.0 0.0 0.00
H 2.3145 2.0810 -3.7126 0.0 0.0 0.0 0.00
H 0.9993 1.4823 -4.7300 0.1 0.0 0.0 0.00
H 2.4571 -1.4172 -5.0326 0.0 0.0 0.0 0.00
H 0.7137 -1.0841 -4.8303 0.0 0.0 0.0 0.00
H 1.5767 -2.0290 -3.5903 0.1 0.1 0.0 0.01

---

6.
8
Properties=species:S:1:pos:R:3:forces:R:3:mulliken_charge:R:1 method="wB97M-V/def2-TZVPD" homo_lumo_gap_ev=9.4 charge=+1 homo_energy_ev=-14.14 fmax_ev_per_a=7.43 molar_mass_g_mol=269.56 multiplicity=1 lumo_ev=-4.75
O 1.1925 0.0070 0.1629 0.7 -2.0 1.6 -0.51
C -0.0560 -0.5868 0.2462 0.9 -2.7 -1.6 1.07
O -0.2627 -1.6918 0.7211 -0.3 0.8 0.5 -0.66
O -0.8444 0.0266 -0.5582 -3.0 -3.8 0.9 -0.83
H 1.9341 -0.5530 0.4287 -0.1 -0.3 0.4 0.36
Li -2.1292 -1.7162 -0.3269 0.6 0.2 0.3 0.90
Hg 0.2525 1.6314 -0.8796 0.7 7.3 -1.1 0.76
H -0.0869 2.8829 0.2058 0.5 0.4 -0.9 -0.09